Record 1
Below is 7 unconnected molecules or ions with the total composition C28H64N3O23P3S6 at a distorted geometry, with properties calculated with ωB97M-V/def2-TZVPD.

Output
- 2S+1 = 1
- max |F| (eV/Å) = 2.6
- HOMO level (Ha) = -0.3035
- DFT total energy (eV) = -174513.103
- orbital gap (eV) = 8.52

```
127
Properties=species:S:1:pos:R:3:forces:R:3
N -0.2633 4.2653 -2.0271 0.243 -0.223 0.567
P 0.0022 2.8321 -1.4066 -0.626 2.388 -0.941
C 1.8477 2.5751 -1.1822 -0.592 -2.037 0.204
C 2.2750 1.9039 -2.4886 0.478 -0.044 0.283
N 1.5575 2.4968 -3.6118 0.305 0.100 0.150
C 1.9909 1.7393 0.1381 0.562 0.342 -0.392
C 3.3552 1.1260 0.2994 0.092 -0.234 0.149
C 4.2457 1.5668 1.2577 -0.635 0.399 -0.015
C 5.4778 0.9775 1.3623 1.311 0.096 0.798
N 5.9640 0.0032 0.5994 -0.997 0.364 -0.065
C 5.0778 -0.3940 -0.3134 0.972 -1.061 -0.577
C 3.8122 0.0886 -0.4942 -0.783 0.326 -0.144
O 1.7997 2.7404 1.1597 -0.970 0.447 0.406
C 1.8211 4.0026 0.6221 0.265 0.512 -0.130
O 1.3519 4.9828 1.1345 0.646 -1.135 -0.182
C 2.5671 3.8080 -0.7072 -0.468 1.933 0.461
P 2.6902 5.2413 -1.8729 -0.952 0.169 -1.156
P 4.8326 5.2430 -2.1620 0.524 -0.383 0.529
O 5.2914 3.9578 -2.7008 -0.477 -0.455 -0.086
O 5.6737 5.5320 -0.8039 -0.286 0.212 -0.194
O 5.1347 6.4494 -3.1566 -0.262 0.350 0.404
H -0.8238 4.7971 -1.3683 -0.153 0.196 -0.227
H -0.6164 2.7308 -0.1383 0.291 -0.599 -0.002
H -0.5395 1.8207 -2.2207 0.511 -0.539 0.545
H 1.9862 0.8559 -2.4162 -0.073 -0.113 -0.137
H 3.3638 1.9398 -2.5783 0.121 0.034 -0.015
H 1.7281 3.4983 -3.6248 -0.168 0.050 -0.144
H 1.9274 2.1231 -4.4760 -0.100 -0.046 -0.084
H 1.2044 0.9971 0.2726 -0.038 -0.129 -0.049
H 3.9782 2.3694 1.9236 0.004 0.053 0.187
H 6.1350 1.3331 2.1470 0.142 0.015 0.015
H 5.4078 -1.1847 -0.9761 0.108 -0.081 -0.019
H 3.1961 -0.3209 -1.2747 -0.050 -0.239 -0.067
H 3.5863 3.6367 -0.3570 0.121 -0.775 -0.311
H 2.3950 6.3982 -1.1227 0.289 -0.210 0.330
H 5.0941 5.7895 -0.0801 0.090 0.237 0.140
H 6.0852 6.5462 -3.2911 0.092 0.105 -0.152
C -6.1521 3.9577 -2.4367 0.273 0.068 0.035
C -6.5842 3.8012 -0.9921 -0.431 0.241 -0.480
O -5.5726 3.1623 -0.1881 0.083 -0.045 0.174
S -4.3417 4.0365 0.3000 -0.130 -0.574 0.193
C -3.7387 2.9047 1.5080 0.028 -0.120 0.049
O -4.8344 5.2089 0.9561 0.057 0.214 -0.148
O -3.3856 4.1311 -0.7595 0.101 0.259 0.036
H -5.3364 4.6741 -2.5304 -0.016 0.008 0.002
H -6.9871 4.3107 -3.0422 -0.052 -0.032 0.050
H -5.7994 3.0073 -2.8368 -0.079 -0.028 -0.003
H -6.8598 4.7613 -0.5526 0.150 -0.016 0.111
H -7.4574 3.1544 -0.9320 0.133 -0.153 0.190
H -4.4892 2.7842 2.2841 -0.014 -0.016 -0.014
H -2.8277 3.3278 1.9281 -0.014 0.107 -0.066
H -3.5251 1.9544 1.0234 -0.038 0.000 -0.014
C 10.4972 2.4729 -6.9291 -0.103 -0.185 0.124
C 10.6546 3.5970 -5.9236 0.408 -0.142 -0.416
O 9.4990 3.7371 -5.0789 -0.086 0.085 0.131
S 9.3332 2.7052 -3.8692 -0.231 0.444 0.013
C 8.0784 3.5779 -3.0007 0.377 0.048 -0.110
O 10.5479 2.7007 -3.1096 0.102 -0.200 -0.061
O 8.7937 1.4833 -4.3795 0.130 -0.180 0.072
H 10.4866 1.5019 -6.4357 0.015 0.012 0.005
H 11.3236 2.4855 -7.6405 0.008 0.075 0.011
H 9.5580 2.5734 -7.4730 0.028 0.062 -0.040
H 11.5496 3.4620 -5.3138 -0.104 -0.026 0.129
H 10.7572 4.5478 -6.4443 -0.178 0.087 0.136
H 8.4871 4.5310 -2.6711 0.039 -0.034 0.015
H 7.7871 2.9758 -2.1450 -0.019 -0.071 -0.033
H 7.2316 3.7192 -3.6570 -0.066 -0.098 -0.044
C -0.0176 -4.1021 2.1554 0.021 0.240 -0.191
C -0.8778 -3.5391 3.2677 0.017 -0.721 -0.205
O -0.5921 -2.1449 3.5261 -0.089 0.119 0.023
S -1.2023 -1.0699 2.5369 0.465 0.275 0.685
C -0.9057 0.3494 3.5359 0.025 0.007 0.103
O -2.6153 -1.2787 2.4358 0.015 -0.041 -0.331
O -0.3753 -0.9814 1.3703 -0.285 0.018 -0.259
H -0.2756 -3.6598 1.1935 -0.023 -0.032 -0.002
H -0.1543 -5.1805 2.0794 -0.015 -0.005 0.074
H 1.0356 -3.8907 2.3382 0.007 -0.083 0.060
H -1.9403 -3.6694 3.0554 -0.015 0.203 -0.003
H -0.6691 -4.0603 4.1997 0.042 0.250 0.123
H -1.4859 0.2613 4.4503 -0.009 -0.017 -0.007
H -1.2236 1.2208 2.9673 0.000 -0.036 -0.061
H 0.1577 0.4102 3.7523 0.007 -0.004 -0.031
C -4.5458 -3.3902 0.8079 0.029 -0.209 -0.285
C -5.0350 -4.1586 2.0170 0.447 0.571 0.039
O -6.0583 -5.1226 1.6845 -0.097 -0.179 0.040
S -5.5973 -6.4961 1.0314 -0.458 0.228 0.199
C -7.1135 -7.3630 1.2541 -0.077 -0.017 0.053
O -4.5863 -7.0828 1.8575 0.210 -0.027 -0.108
O -5.3740 -6.3008 -0.3658 0.199 -0.131 -0.078
H -3.9977 -4.0377 0.1225 -0.013 -0.023 0.020
H -3.8825 -2.5853 1.1196 -0.089 -0.021 0.072
H -5.3846 -2.9674 0.2544 -0.025 0.042 0.069
H -4.2116 -4.6564 2.5324 -0.090 -0.171 -0.042
H -5.4941 -3.4739 2.7279 -0.206 -0.150 0.002
H -7.3090 -7.4601 2.3183 0.019 0.013 0.004
H -6.9967 -8.3438 0.7989 0.070 0.017 -0.026
H -7.9078 -6.8109 0.7592 0.024 0.017 -0.020
C 0.8377 -9.0966 -0.0517 0.017 0.259 -0.026
C 2.2443 -9.3979 0.4272 -0.542 -0.323 0.199
O 3.2319 -8.5815 -0.2336 0.161 0.063 0.004
S 3.4064 -7.0801 0.2631 0.350 -0.257 -0.365
C 4.9352 -6.7557 -0.5463 0.067 -0.047 -0.055
O 3.6110 -7.0803 1.6791 -0.229 0.092 0.125
O 2.3853 -6.2732 -0.3279 -0.115 0.156 0.196
H 0.5190 -8.1022 0.2588 -0.003 -0.015 0.015
H 0.1365 -9.8227 0.3599 0.053 -0.048 0.007
H 0.7869 -9.1306 -1.1398 0.002 -0.080 0.002
H 2.3292 -9.2844 1.5091 0.113 0.137 -0.032
H 2.5054 -10.4270 0.1878 0.213 0.087 -0.112
H 5.6964 -7.4117 -0.1338 -0.016 -0.008 0.016
H 5.1883 -5.7151 -0.3567 -0.065 0.011 0.042
H 4.8099 -6.9243 -1.6125 -0.032 0.005 0.003
C -7.3323 3.7543 3.2021 0.057 -0.169 -0.164
C -7.8314 2.9763 4.4025 0.438 0.500 0.028
O -8.8509 2.0226 4.0431 -0.105 -0.172 0.052
S -8.3807 0.6605 3.3670 -0.457 0.176 0.175
C -9.8965 -0.2138 3.5543 -0.080 -0.007 0.049
O -7.3760 0.0614 4.1909 0.212 -0.014 -0.111
O -8.1408 0.8897 1.9770 0.200 -0.106 -0.076
H -6.7826 3.1084 2.5176 -0.024 0.013 -0.020
H -6.6674 4.5587 3.5179 -0.033 0.010 0.044
H -8.1655 4.1825 2.6452 -0.007 0.058 0.052
H -7.0124 2.4719 4.9180 -0.084 -0.162 -0.046
H -8.2953 3.6521 5.1184 -0.219 -0.153 -0.007
H -10.1033 -0.3340 4.6139 0.020 0.013 0.005
H -9.7718 -1.1844 3.0795 0.073 0.018 -0.026
H -10.6869 0.3467 3.0626 0.024 0.017 -0.018
```
Forces are in eV/Å.



Record 2
Below is a single C2H6N4 molecule at a distorted geometry, with properties calculated with ωB97M-V/def2-TZVPD.

Output
- relative energy (zero: lowest compared OMol25 entry of this formula, charge and spin) (kJ/mol) = 368.3
- 2S+1 = 1
- max |F| (eV/Å) = 3.8
- HOMO level (Ha) = -0.3280
- DFT total energy (eV) = -8128.276
- orbital gap (eV) = 9.84

```
12
Properties=species:S:1:pos:R:3:forces:R:3
C 0.2206 -0.8964 -0.0675 -3.077 0.935 -0.256
N 0.3594 0.4127 0.5435 -1.119 1.765 0.055
C -0.0555 1.4954 -0.3927 2.960 0.585 -2.285
N -1.3067 2.0338 0.0413 0.119 0.492 0.042
N -1.5923 1.5375 1.1260 -1.933 -0.344 0.543
N -0.7093 0.6587 1.6033 3.010 -0.046 -1.247
H 0.4286 -1.6041 0.6701 1.237 -1.450 0.809
H -0.8995 -1.0954 -0.2313 1.239 0.195 -0.629
H 0.7996 -0.9156 -0.9879 0.008 -0.406 0.227
H -0.0941 1.2225 -1.4997 -0.399 -0.429 1.362
H 0.7556 2.3151 -0.5077 -1.270 -0.923 0.991
H -1.0527 -0.2121 1.9451 -0.775 -0.374 0.388
```
Forces are in eV/Å.



Record 3
Below is a molecular structure, C37H31ClIMoO2PSi, with properties calculated with ωB97M-V/def2-TZVPD.

Output
- relative energy (zero: lowest compared OMol25 entry of this formula, charge and spin) (kJ/mol) = 0.0
- 2S+1 = 3
- max |F| (eV/Å) = 0.3
- HOMO level (alpha / beta) (Ha) = -0.5007 / -0.5014
- expectation value of S² = 2.031
- net charge = +2
- DFT total energy (eV) = -82599.605
- orbital gap (alpha / beta) (eV) = 6.82 / 6.67

```
75
Properties=species:S:1:pos:R:3:forces:R:3
Mo 0.1969 -1.2130 0.6049 -0.169 -0.168 -0.080
Cl -4.5804 -6.6817 1.7095 -0.004 -0.011 0.004
C -3.6763 -5.2702 1.3323 0.003 -0.014 0.002
C -4.3408 -4.1097 0.9225 -0.025 0.027 -0.005
C -3.6417 -2.9608 0.6077 0.022 -0.002 0.006
C -2.2554 -2.9428 0.7046 -0.008 -0.018 -0.015
O -1.6067 -1.8172 0.3621 0.149 0.010 0.057
C -1.5762 -4.1083 1.1210 -0.002 -0.013 0.001
C -0.1589 -4.1712 1.2412 0.002 0.010 0.019
O 0.6388 -3.2196 1.0917 -0.022 0.000 -0.059
C -2.3069 -5.2741 1.4251 0.006 -0.003 -0.005
H -5.4204 -4.1226 0.8496 0.003 0.000 -0.001
H -4.1532 -2.0645 0.2833 -0.009 -0.005 0.002
H 0.2815 -5.1395 1.4963 0.005 -0.003 -0.005
H -1.7851 -6.1710 1.7351 -0.002 0.003 -0.001
I 2.3593 -1.2739 -1.2270 -0.073 0.087 0.071
C 3.0499 0.7175 -1.4110 0.018 -0.085 -0.037
C 4.4064 0.7099 -1.6087 -0.010 0.018 0.001
C 5.1173 1.9083 -1.7672 -0.011 0.014 0.008
C 4.4329 3.0823 -1.7035 0.029 -0.013 -0.005
C 3.0337 3.1079 -1.4994 -0.030 0.021 -0.003
C 2.4081 4.3805 -1.4499 -0.010 -0.014 -0.001
C 1.0685 4.4940 -1.2714 0.009 0.010 0.008
C 0.3000 3.3240 -1.1350 -0.011 0.022 -0.017
C 0.8460 2.0628 -1.1623 0.034 -0.102 0.020
P -0.3591 0.6984 -0.9868 0.016 0.100 -0.074
C -0.5384 0.0088 -2.6582 0.057 0.051 0.018
C -1.2144 -1.1975 -2.8472 -0.021 -0.040 0.009
C -1.3558 -1.7234 -4.1208 0.007 0.007 -0.007
C -0.8210 -1.0532 -5.2142 0.002 0.001 0.003
C -0.1522 0.1476 -5.0320 0.002 0.000 0.011
C -0.0103 0.6812 -3.7579 0.001 -0.017 -0.011
C -1.9589 1.4561 -0.6032 -0.004 -0.034 0.104
C -2.1302 2.0386 0.6541 0.019 0.003 0.008
C -3.3418 2.6007 1.0115 -0.027 -0.013 -0.014
C -4.4036 2.5733 0.1129 0.001 0.007 0.022
C -4.2412 1.9974 -1.1367 0.008 -0.016 -0.023
C -3.0210 1.4389 -1.5008 0.017 0.003 -0.001
C 2.2686 1.9083 -1.3526 0.005 0.052 0.002
H 4.9498 -0.2250 -1.6407 -0.009 -0.001 0.002
H 6.1853 1.8821 -1.9323 -0.003 0.008 -0.004
H 4.9476 4.0279 -1.8168 0.003 -0.004 -0.001
H 3.0302 5.2589 -1.5664 -0.003 -0.001 -0.003
H 0.5851 5.4606 -1.2428 0.001 -0.003 -0.002
H -0.7674 3.4384 -1.0141 0.016 0.010 -0.012
H -1.6461 -1.7216 -2.0041 -0.008 0.016 -0.004
H -1.8856 -2.6560 -4.2624 -0.003 0.002 -0.002
H -0.9309 -1.4663 -6.2079 0.003 0.001 0.001
H 0.2585 0.6758 -5.8820 -0.003 -0.002 0.000
H 0.5099 1.6217 -3.6309 -0.004 0.004 0.000
H -1.2929 2.0887 1.3409 -0.011 -0.009 -0.007
H -3.4621 3.0632 1.9823 0.000 0.002 -0.002
H -5.3547 3.0095 0.3876 0.006 0.002 -0.001
H -5.0633 1.9879 -1.8397 0.004 -0.003 0.001
H -2.9031 1.0010 -2.4825 -0.001 -0.005 -0.017
C 0.4923 -2.3911 4.0987 -0.049 0.021 -0.021
Si 0.1590 -0.8937 3.0508 0.046 0.023 0.042
C -1.0645 0.2689 3.8145 -0.042 -0.006 -0.012
C 1.7063 -0.1140 2.3181 -0.017 0.120 -0.057
C 2.9304 -0.8128 2.2736 -0.053 0.006 0.023
C 4.1172 -0.1519 2.0153 -0.030 -0.024 0.010
C 4.1036 1.2198 1.7891 0.031 0.032 -0.010
C 2.9106 1.9340 1.7987 -0.003 0.010 0.013
C 1.7234 1.2727 2.0501 0.033 -0.069 0.030
H 0.7635 -2.0694 5.1071 -0.001 0.008 -0.001
H 1.2930 -3.0173 3.7109 0.015 -0.003 0.001
H -0.4127 -2.9973 4.1861 0.008 0.000 0.007
H -0.6320 0.7221 4.7097 0.008 0.016 -0.011
H -1.9438 -0.2996 4.1259 0.015 -0.016 -0.002
H -1.4067 1.0543 3.1455 0.028 0.021 0.032
H 2.9428 -1.8771 2.4735 0.038 -0.038 -0.006
H 5.0511 -0.6973 2.0066 0.015 0.003 -0.001
H 5.0346 1.7414 1.6054 -0.002 -0.008 0.005
H 2.9141 3.0016 1.6209 -0.011 -0.006 0.006
H 0.7995 1.8377 2.0919 0.003 0.019 -0.008
```
Forces are in eV/Å.